# 1
Here is a cluster of 8 separate species, C43H107BrF5N10O10P2S in total at a distorted geometry from the OMol25 dataset. Energies are from ωB97M-V/def2-TZVPD.

* M: 1193.30 g mol⁻¹
* HOMO level: -10.5 eV
* orbital gap: 5.697 eV

The geometry in ORCA input format:
```
! wB97M-V def2-TZVPD RIJCOSX def2/J DEFGRID3
* xyz 1 1
Br 1.69 -2.93 0.02
S -3.05 -2.82 2.66
P -3.89 -2.00 1.06
P 0.39 0.37 -0.43
F -7.10 1.82 -2.98
F -7.10 1.33 0.80
F -5.89 2.95 -1.19
F -8.37 0.02 -0.83
F -8.77 2.45 -0.67
O -0.79 6.34 0.07
O -5.98 0.57 7.28
O -4.80 -3.19 0.10
O 0.26 -0.04 1.10
O 3.36 8.00 -1.34
O 8.77 -6.76 -5.02
O 2.96 -6.53 -3.77
O -2.68 9.50 6.29
O 3.61 -1.49 3.99
O -5.23 -1.09 1.82
N 1.93 -3.80 3.60
N -5.72 -0.89 4.81
N 4.13 -5.40 -1.39
N -0.88 -0.47 -1.33
N 1.18 6.35 -2.23
N -1.45 3.55 0.35
N -2.42 8.04 3.81
N -2.79 -0.97 0.11
N 7.09 -5.12 -6.70
N -1.24 -2.92 -0.57
C -1.50 -4.78 -2.50
C -1.62 10.41 6.53
C 7.42 -7.22 -7.90
C 1.65 7.45 -3.08
C -1.91 7.19 -0.07
C 4.14 -1.37 5.30
C -1.30 -5.65 1.69
C 0.05 -4.61 -2.96
C -6.48 1.66 -1.62
C -5.08 1.41 4.31
C 3.20 -7.35 -2.62
C -3.04 4.77 1.73
C -2.08 -3.85 -1.32
C -1.48 -1.36 -3.77
C -6.21 0.49 4.79
C -0.18 -5.02 0.69
C 3.39 -3.95 3.59
C 4.61 7.68 -1.94
C -5.48 0.37 -1.51
C -1.78 10.34 3.32
C -1.66 -1.49 -0.53
C -3.16 0.51 0.00
C -0.68 5.70 1.34
C -4.92 1.48 7.53
C -7.74 1.35 -0.56
C -2.91 9.43 3.80
C -0.35 -1.00 -2.64
C 8.11 -5.99 -7.31
C 2.49 6.87 -4.22
C 8.38 -8.13 -4.96
C 4.31 -6.83 -1.68
C 4.09 -2.61 3.25
C -3.86 0.79 -1.49
C -2.48 -4.63 -3.85
C 2.39 8.52 -2.25
C 5.72 -7.05 -2.21
C 3.83 -4.55 4.92
C -6.80 0.91 6.16
C -1.57 4.44 1.50
C 9.24 -6.34 -6.30
C -0.27 -3.41 0.41
C -3.50 9.84 5.16
C 3.88 -6.72 -4.83
H 8.49 -8.47 -3.93
H -1.22 3.91 2.39
H -0.84 6.42 2.15
H -1.60 10.19 2.25
H -6.51 -1.51 5.03
H 0.22 1.80 -0.63
H 0.87 -5.19 1.23
H 7.32 -8.22 -5.23
H -5.64 -0.27 -2.50
H 3.01 7.66 -4.77
H -1.24 -5.08 2.72
H -0.48 3.25 0.26
H 2.84 9.29 -2.90
H -3.57 3.89 2.12
H 9.81 -5.42 -6.12
H 8.99 -8.76 -5.61
H -1.61 4.11 -0.49
H 0.74 -4.78 -2.04
H -1.75 -0.33 -4.31
H -4.13 1.21 4.83
H -5.34 2.46 4.46
H -3.96 0.87 0.77
H -3.34 0.05 -2.24
H -1.90 11.44 6.30
H 4.10 -0.31 5.59
H 6.80 -5.56 -5.82
H -1.36 10.36 7.60
H 3.52 -1.92 6.00
H -2.26 1.25 0.10
H -3.21 7.42 4.04
H 3.53 -5.61 4.98
H 0.40 -1.86 -2.39
H -2.53 -5.73 -4.32
H -5.20 2.51 7.30
H -2.38 -5.75 1.26
H -0.94 -6.76 1.94
H -3.71 9.50 3.06
H -1.64 -5.92 -2.17
H 0.30 -3.65 -3.60
H 4.20 -7.76 -4.92
H -2.04 11.39 3.46
H -4.66 1.42 8.59
H 8.16 -7.97 -8.21
H -3.16 5.57 2.47
H -0.73 10.12 5.97
H -2.64 -4.57 -0.55
H 1.97 6.03 -1.68
H -1.00 -2.03 -4.61
H 9.94 -7.07 -6.72
H 3.38 -6.44 -5.76
H -0.83 10.15 3.83
H -4.03 1.18 6.97
H -7.01 0.57 4.05
H 6.45 -6.93 -1.40
H 0.28 -5.53 -3.69
H -0.44 -2.90 1.48
H 3.22 -5.27 -0.94
H -7.73 0.35 6.30
H 1.62 -3.49 2.68
H 0.31 -0.12 -3.12
H 4.73 -6.05 -4.71
H 5.84 -8.06 -2.61
H 4.87 8.37 -2.75
H 1.71 -3.00 4.21
H 6.00 -6.34 -3.00
H -2.77 6.62 -0.43
H -2.16 7.70 0.87
H 1.65 9.04 -1.63
H 3.23 6.15 -3.87
H -3.58 -4.36 -3.56
H -0.14 -5.70 -0.27
H -2.50 -1.77 -3.35
H -3.56 5.07 0.81
H 0.78 7.93 -3.54
H -1.68 7.95 -0.82
H 3.89 -2.38 2.20
H -2.01 -3.95 -4.68
H 4.23 -7.38 -0.74
H -5.10 -0.99 5.62
H 6.85 -6.93 -8.80
H 5.18 -1.70 5.36
H 1.85 6.34 -4.93
H 5.18 -2.70 3.35
H -3.67 1.88 -1.89
H 3.65 -4.66 2.81
H -5.55 -2.72 -0.39
H 0.37 5.38 1.42
H 3.39 -4.05 5.78
H -2.98 -3.22 -1.80
H -1.80 7.94 4.62
H 3.39 -8.39 -2.93
H 8.57 -5.44 -8.14
H 4.60 6.65 -2.30
H 1.73 -0.03 -0.89
H -7.06 1.97 6.18
H 2.26 -7.37 -2.06
H 4.92 -4.51 5.02
H -5.62 -1.77 2.46
H -4.90 1.25 3.24
H 0.54 6.73 -1.53
H 6.72 -7.68 -7.21
H 5.38 7.75 -1.16
H 7.54 -4.26 -6.39
H -5.77 -0.35 -0.62
H 4.03 -4.91 -2.28
H -3.76 10.90 5.18
H -4.43 9.29 5.31
*
```

---

# 2
Here is a structure of composition C43H109HgN6O15 at a distorted geometry from the OMol25 dataset. Energies are from ωB97M-V/def2-TZVPD.

* M: 1150.96 g mol⁻¹
* HOMO level: -9.8 eV
* orbital gap: 5.980 eV

The geometry in ORCA input format:
```
! wB97M-V def2-TZVPD RIJCOSX def2/J DEFGRID3
* xyz 1 1
Hg -3.65 -2.78 1.32
O -3.94 -2.24 -0.90
O 3.07 0.70 5.48
O 4.93 -1.23 -1.90
O -4.75 -1.15 2.47
O 5.00 2.32 -8.61
O -1.63 -1.56 1.24
O -2.19 -1.22 -5.17
O 1.06 1.19 -4.62
O -2.48 -4.82 1.65
O -4.46 -4.68 -5.41
O 5.56 -1.55 11.13
O -0.49 6.21 -0.69
O 3.46 2.30 1.09
O -0.80 -1.34 4.18
O -5.93 4.18 -2.95
N 5.55 -0.57 8.00
N -3.24 5.75 -0.76
N -3.45 -3.07 -3.46
N 5.39 1.86 -0.98
N -3.31 -3.45 3.60
N 2.93 1.76 -6.77
C -4.08 5.46 -1.91
C -2.04 -3.22 -3.83
C 6.35 -0.16 9.15
C 6.32 0.78 -1.21
C 4.39 3.33 0.66
C -0.35 0.51 0.98
C -1.74 -5.31 0.53
C 2.12 0.18 4.62
C -3.14 -4.90 3.80
C -6.93 3.20 -2.87
C -5.30 -4.89 -6.52
C -5.05 -0.24 -1.66
C -1.48 -1.89 -4.28
C -5.12 -4.47 -4.21
C 0.34 6.44 0.46
C 2.48 0.46 -6.30
C 2.14 2.79 1.39
C -3.98 -4.41 -3.21
C 0.61 1.30 -3.26
C -0.89 -0.80 0.35
C 6.64 -1.34 10.17
C -2.19 -1.09 6.12
C -1.45 -0.34 4.99
C 4.89 0.46 7.25
C -4.66 -1.28 3.80
C -4.55 -2.77 4.15
C 5.65 -0.74 12.21
C 4.25 2.12 -6.24
C -2.03 -5.39 2.85
C -2.40 4.77 -0.18
C -4.74 0.26 2.10
C -2.26 -1.95 -6.42
C 5.72 2.70 0.15
C -5.18 -1.68 -1.26
C 2.26 0.47 -4.76
C -5.00 4.22 -1.88
C 3.84 -0.24 6.27
C 0.15 -1.50 -0.49
C 4.93 2.96 -7.35
C 5.64 3.06 -9.65
C 5.86 -0.23 -2.34
C 3.77 -0.92 -1.09
C -1.06 4.91 -0.81
H -3.00 -1.52 -7.09
H 4.96 1.30 -6.15
H -5.41 -0.75 4.40
H 3.15 -0.33 -1.77
H 5.19 2.91 -10.63
H 1.58 2.22 2.13
H -1.02 0.90 1.75
H 3.82 4.03 0.05
H -1.13 -4.86 3.17
H 6.44 3.42 -0.24
H -5.44 0.97 2.54
H 5.64 1.12 6.81
H -6.52 2.19 -2.92
H -0.81 -4.77 0.36
H -0.35 1.29 0.21
H -0.24 1.96 -3.07
H -2.56 6.47 -0.95
H -1.37 -3.57 -3.05
H -5.98 -1.72 -0.52
H -4.63 0.28 1.01
H 4.56 3.92 1.56
H 0.59 -0.80 -1.21
H -3.30 -5.22 -3.46
H -4.75 -5.11 -7.44
H 2.03 -0.56 -4.48
H -4.65 0.05 -2.63
H -2.87 -1.90 5.84
H -3.74 -2.58 -4.29
H -1.89 -3.98 -4.60
H 4.46 3.94 -7.42
H 1.16 5.74 0.64
H -1.98 -6.47 2.74
H 7.59 -1.19 10.69
H 6.69 2.82 -9.80
H -4.45 3.28 -1.85
H -6.09 -5.63 -6.38
H -4.48 -2.90 5.23
H 3.15 0.66 -4.15
H -3.84 0.72 2.52
H -5.47 -3.30 3.87
H 6.44 0.44 -0.18
H 6.02 0.26 11.97
H 6.86 -2.26 9.65
H -7.51 3.28 -3.79
H -0.50 -2.16 -4.67
H -1.66 -0.59 -0.40
H -5.78 -3.97 -6.87
H -0.78 -1.06 3.27
H 5.59 4.13 -9.42
H 5.92 3.20 -6.97
H -1.18 4.81 -1.89
H 1.50 3.00 0.54
H -1.36 -6.33 0.56
H 1.54 0.94 4.08
H -1.33 -1.40 -3.32
H -0.37 4.12 -0.52
H 0.16 0.36 -2.95
H 7.32 -0.02 8.67
H -0.65 0.18 5.52
H -4.76 6.29 -2.12
H -1.28 -1.95 -6.91
H 6.21 2.19 0.98
H 5.95 0.79 9.51
H 2.24 3.71 1.97
H 4.77 -1.10 8.35
H -4.01 -5.49 3.51
H -3.70 -0.84 4.10
H 7.36 1.04 -1.36
H 1.38 1.72 -2.62
H 4.68 -0.72 12.70
H 6.76 -0.82 -2.55
H -2.81 -5.20 4.80
H -0.30 -2.28 -1.11
H -1.96 0.41 4.40
H -5.70 -3.55 -4.20
H 2.61 -0.45 3.88
H -3.40 5.46 -2.76
H 3.14 -0.91 6.77
H -7.65 3.36 -2.07
H -5.55 4.18 -0.94
H -4.35 -4.54 -2.20
H -2.77 -0.45 6.78
H -5.65 -2.09 -2.16
H 4.47 1.45 -0.85
H 5.43 0.22 -3.23
H 4.18 2.75 -5.36
H -2.52 -2.95 3.99
H 1.40 -0.50 5.08
H 3.33 1.51 -7.66
H 4.54 -0.79 5.63
H -1.44 -1.51 6.80
H 1.45 0.31 -6.62
H 3.30 -1.85 -0.76
H 0.77 7.44 0.44
H 6.31 -1.10 13.00
H 3.18 -0.32 -6.61
H -2.35 -5.20 -0.37
H -2.33 5.04 0.87
H -3.48 -2.13 -1.74
H -5.93 0.38 -1.50
H -4.30 0.26 -1.04
H -0.26 6.25 1.35
H 0.96 -1.85 0.15
H 0.57 0.37 1.54
H -2.62 -2.96 -6.23
H -5.84 -5.26 -3.98
H 3.81 -0.40 -0.13
H -2.83 3.80 -0.43
H 4.30 1.04 7.96
*
```

---

Question: The lowest M belongs to which entry?
Answer: C43H109HgN6O15